(1)
Density functional theory data (ωB97M-V/def2-TZVPD) for C85H78MgN5O2P2Si as an isolated structure at a distorted geometry.

For the frontier orbital gap (alpha / beta), the calculation gives 0.218 / 0.148 Ha. As for the net charge: -1. As for the HOMO energy (alpha / beta): -4.5181 / -2.6826 eV.

Positions of all 174 atoms, in Å:
Mg -0.141 0.315 0.540
C 1.798 1.229 -2.160
Si 1.127 -0.423 -1.417
C 0.853 -1.117 -3.202
C 1.924 -1.664 -3.917
C 1.799 -2.071 -5.231
C 0.594 -1.909 -5.896
C -0.464 -1.309 -5.243
C -0.354 -0.918 -3.904
P -1.753 -0.051 -3.090
C -2.201 1.040 -4.515
C -3.498 1.188 -5.001
C -3.772 2.093 -6.018
C -2.759 2.869 -6.560
C -1.467 2.748 -6.066
C -1.195 1.846 -5.051
C -3.136 -1.255 -3.222
C -4.314 -0.911 -2.558
C -5.415 -1.752 -2.594
C -5.352 -2.950 -3.289
C -4.178 -3.313 -3.929
C -3.071 -2.478 -3.882
C 2.640 -1.273 -0.510
C 3.901 -0.960 -1.032
C 5.085 -1.156 -0.341
C 5.044 -1.650 0.944
C 3.834 -2.055 1.477
C 2.635 -1.930 0.773
P 1.139 -2.720 1.492
C 1.418 -2.769 3.345
C 2.350 -3.550 4.033
C 2.279 -3.686 5.410
C 1.248 -3.089 6.124
C 0.294 -2.342 5.454
C 0.390 -2.179 4.080
C 1.626 -4.508 1.373
C 0.739 -5.422 1.947
C 0.970 -6.784 1.871
C 2.098 -7.261 1.216
C 2.989 -6.364 0.650
C 2.753 -4.997 0.723
H 2.662 1.101 -2.818
H 2.052 1.953 -1.390
H 1.002 1.668 -2.765
H 2.887 -1.777 -3.430
H 2.647 -2.510 -5.745
H 0.489 -2.233 -6.923
H -1.391 -1.134 -5.776
H -4.298 0.586 -4.589
H -4.783 2.190 -6.393
H -2.974 3.563 -7.362
H -0.671 3.360 -6.474
H -0.183 1.753 -4.674
H -4.357 0.013 -1.992
H -6.318 -1.479 -2.062
H -6.204 -3.618 -3.307
H -4.113 -4.257 -4.457
H -2.152 -2.796 -4.354
H 3.958 -0.533 -2.027
H 6.032 -0.896 -0.797
H 5.951 -1.741 1.527
H 3.823 -2.477 2.472
H 3.126 -4.078 3.493
H 3.021 -4.281 5.929
H 1.186 -3.219 7.197
H -0.527 -1.893 5.999
H -0.356 -1.604 3.541
H -0.150 -5.056 2.452
H 0.263 -7.479 2.306
H 2.274 -8.326 1.141
H 3.870 -6.726 0.135
H 3.457 -4.311 0.271
O -5.236 -6.979 -1.412
N -4.201 -6.552 -1.979
O -3.740 -7.121 -3.000
C -3.589 -5.410 -1.457
C -4.237 -4.780 -0.400
C -3.769 -3.592 0.152
C -4.468 -2.957 1.210
C -4.025 -1.760 1.682
C -2.889 -1.192 1.101
N -2.156 -1.775 0.160
C -2.569 -2.972 -0.328
C -1.806 -3.692 -1.347
N -0.582 -3.239 -1.664
C 0.145 -3.906 -2.547
C -0.318 -5.006 -3.236
C -1.563 -5.501 -2.933
C -2.335 -4.883 -1.936
H -5.146 -5.225 -0.026
H -5.352 -3.435 1.612
H -4.537 -1.249 2.488
H -2.551 -0.211 1.423
H 1.153 -3.547 -2.695
H 0.299 -5.478 -3.990
H -1.941 -6.373 -3.437
C 4.693 2.202 -0.839
C 4.287 3.075 0.354
C 3.119 3.980 -0.033
C 4.145 2.177 1.590
C 5.379 1.759 2.092
C 5.500 0.940 3.191
C 4.353 0.574 3.874
C 3.103 0.978 3.438
C 1.889 0.663 4.293
C 2.072 -0.564 5.183
C 1.567 1.854 5.206
C 2.972 1.740 2.239
N 1.672 1.928 1.735
C 0.947 2.969 2.055
C -0.454 3.074 1.777
N -1.166 2.095 1.226
C -2.575 2.141 1.268
C -3.356 2.433 0.130
C -4.718 2.133 0.170
C -5.329 1.648 1.308
C -4.586 1.512 2.468
C -3.223 1.759 2.473
C -2.453 1.610 3.775
C -2.848 2.712 4.767
C -2.671 0.239 4.426
C -2.885 3.112 -1.158
C -1.393 3.381 -1.340
C -3.620 4.455 -1.309
C -0.915 4.388 2.218
C -2.107 5.079 2.194
C -2.153 6.384 2.734
C -1.060 7.008 3.280
C 0.187 6.331 3.317
C 1.416 6.817 3.827
C 2.531 6.020 3.803
C 2.523 4.708 3.272
C 1.354 4.223 2.740
C 0.208 5.046 2.785
H 5.611 1.657 -0.618
H 4.851 2.815 -1.728
H 3.915 1.472 -1.037
H 5.129 3.742 0.576
H 2.213 3.415 -0.227
H 3.383 4.531 -0.937
H 2.905 4.704 0.749
H 6.281 2.101 1.597
H 6.474 0.611 3.531
H 4.443 -0.030 4.766
H 1.038 0.482 3.625
H 2.783 -0.363 5.987
H 2.411 -1.428 4.613
H 1.119 -0.815 5.642
H 2.437 2.087 5.824
H 0.731 1.606 5.865
H 1.304 2.744 4.645
H -5.318 2.283 -0.721
H -6.382 1.398 1.300
H -5.079 1.186 3.376
H -1.389 1.713 3.566
H -3.918 2.670 4.977
H -2.609 3.697 4.371
H -2.307 2.584 5.707
H -3.661 0.167 4.880
H -2.570 -0.563 3.694
H -1.926 0.088 5.209
H -3.196 2.469 -1.987
H -1.021 4.089 -0.600
H -1.244 3.817 -2.331
H -0.814 2.463 -1.277
H -3.314 5.135 -0.512
H -4.702 4.339 -1.266
H -3.364 4.911 -2.267
H -3.007 4.646 1.779
H -3.100 6.910 2.712
H -1.143 8.007 3.690
H 1.464 7.823 4.227
H 3.465 6.399 4.200
H 3.429 4.120 3.290



(2)
Density functional theory data (ωB97M-V/def2-TZVPD) for a 8-piece molecular cluster, C86H191N4O2P3 overall at a distorted geometry.

For the frontier orbital gap (alpha / beta), the calculation gives 0.317 / 0.130 Ha. As for the expectation value of S²: 0.754. As for the net charge: +7. The spin multiplicity is 2. As for the HOMO energy (alpha / beta): -21.3064 / -21.3064 eV.

Positions of all 286 atoms, in Å:
C 9.046 16.082 7.951
C 10.428 15.923 8.619
C 11.498 16.068 7.536
C 12.949 16.107 8.120
N 14.155 16.378 7.161
C 15.549 16.033 7.870
C 16.511 15.852 6.720
C 15.668 15.208 5.645
C 14.157 15.366 6.009
C 14.079 17.839 6.634
H 8.708 15.143 7.512
H 8.962 16.847 7.179
H 8.292 16.285 8.711
H 10.511 14.926 9.053
H 10.624 16.800 9.237
H 11.222 16.958 6.972
H 11.404 15.297 6.772
H 13.089 15.153 8.629
H 13.020 16.758 8.991
H 15.852 16.732 8.650
H 15.526 15.053 8.345
H 16.882 16.830 6.413
H 17.374 15.272 7.048
H 15.956 15.654 4.693
H 15.885 14.147 5.521
H 13.550 15.619 5.139
H 13.879 14.394 6.417
H 13.122 17.782 6.116
H 14.868 17.900 5.884
H 14.212 18.603 7.400
C 8.939 13.557 4.530
C 10.487 13.541 4.723
C 11.226 12.803 3.625
C 12.741 13.104 3.584
N 13.413 12.362 2.416
C 13.208 10.878 2.423
C 14.225 10.456 3.436
C 15.416 11.330 3.366
C 14.928 12.496 2.501
C 13.000 12.976 1.058
H 8.553 14.189 3.730
H 8.567 13.998 5.455
H 8.645 12.525 4.340
H 10.846 13.295 5.722
H 10.817 14.574 4.615
H 10.831 12.984 2.625
H 10.931 11.766 3.786
H 13.260 12.872 4.514
H 12.844 14.166 3.359
H 13.566 10.502 1.464
H 12.159 10.595 2.507
H 14.519 9.406 3.436
H 13.843 10.580 4.449
H 16.308 10.815 3.011
H 15.542 11.731 4.371
H 15.413 12.383 1.531
H 15.271 13.489 2.792
H 13.100 14.061 1.082
H 11.990 12.627 0.842
H 13.503 12.419 0.268
C 7.654 11.895 8.753
C 8.858 12.316 9.520
C 10.309 11.742 9.130
C 10.394 10.274 9.434
N 11.747 9.588 8.888
C 11.984 9.563 7.311
C 11.109 8.401 6.868
C 11.019 7.500 8.127
C 11.725 8.135 9.255
C 12.957 10.315 9.575
H 7.530 12.648 7.975
H 6.751 11.898 9.364
H 7.560 10.906 8.304
H 8.564 11.911 10.488
H 8.881 13.405 9.554
H 11.137 12.344 9.504
H 10.417 11.846 8.050
H 9.592 9.718 8.948
H 10.535 10.159 10.509
H 13.053 9.389 7.186
H 11.781 10.558 6.917
H 11.699 7.975 6.057
H 10.193 8.821 6.454
H 11.429 6.533 7.837
H 9.971 7.428 8.418
H 12.788 7.897 9.204
H 11.354 7.982 10.268
H 12.899 11.394 9.430
H 13.935 10.045 9.177
H 12.903 10.034 10.626
C 14.368 4.965 10.191
C 14.507 5.415 8.698
C 15.702 4.800 8.016
C 15.640 5.000 6.462
N 16.993 4.971 5.724
C 17.894 6.162 6.129
C 17.498 7.171 5.091
C 17.646 6.347 3.810
C 16.883 5.067 4.180
C 17.689 3.635 6.038
H 15.129 5.349 10.871
H 14.423 3.879 10.271
H 13.395 5.279 10.569
H 14.527 6.500 8.602
H 13.579 5.179 8.178
H 15.589 3.726 8.164
H 16.672 4.942 8.493
H 15.073 5.897 6.211
H 15.059 4.253 5.922
H 18.944 5.894 6.012
H 17.687 6.552 7.126
H 18.188 8.014 5.067
H 16.480 7.535 5.226
H 18.672 6.070 3.566
H 17.156 6.669 2.891
H 17.296 4.264 3.570
H 15.827 5.156 3.924
H 17.152 2.779 5.631
H 17.861 3.413 7.091
H 18.688 3.706 5.606
C 16.949 17.702 14.683
C 17.440 16.196 14.813
C 17.097 15.494 13.544
C 17.454 13.989 13.653
P 17.025 13.158 12.009
C 18.186 13.750 10.726
C 19.648 13.330 10.799
C 20.496 13.993 9.739
C 20.154 13.752 8.273
C 17.020 11.269 12.157
C 16.619 10.501 10.884
C 16.799 9.024 11.072
C 16.505 8.242 9.828
C 15.330 13.654 11.554
C 14.191 13.296 12.515
C 12.890 13.737 11.906
C 11.681 13.381 12.790
H 17.008 18.205 15.648
H 15.884 17.594 14.480
H 17.641 18.240 14.034
H 16.966 15.724 15.673
H 18.513 16.168 15.005
H 17.685 15.988 12.770
H 16.010 15.570 13.577
H 16.858 13.460 14.396
H 18.507 13.812 13.872
H 18.144 14.836 10.646
H 17.722 13.421 9.796
H 19.795 12.263 10.628
H 20.002 13.509 11.814
H 21.510 13.611 9.852
H 20.456 15.080 9.810
H 20.210 12.707 7.969
H 20.838 14.320 7.643
H 19.130 14.100 8.138
H 16.288 11.075 12.941
H 18.035 11.024 12.470
H 17.256 10.789 10.047
H 15.566 10.714 10.700
H 16.157 8.578 11.832
H 17.839 8.788 11.296
H 17.044 8.505 8.918
H 15.435 8.134 9.651
H 16.917 7.236 9.900
H 15.261 12.904 10.766
H 15.261 14.654 11.127
H 14.268 13.894 13.423
H 14.189 12.221 12.697
H 12.706 13.241 10.953
H 12.901 14.806 11.693
H 11.316 14.272 13.301
H 11.783 12.508 13.433
H 10.855 13.126 12.127
C 22.241 2.902 12.621
C 23.663 3.558 12.324
C 23.564 5.089 12.183
C 22.918 5.493 10.852
P 22.295 7.284 10.904
C 22.075 7.745 9.202
C 21.421 9.078 8.993
C 21.474 9.550 7.545
C 20.638 8.736 6.632
C 20.662 7.272 11.733
C 20.705 7.173 13.229
C 19.349 7.582 13.822
C 18.192 6.728 13.270
C 23.434 8.325 11.830
C 24.777 8.579 11.160
C 25.679 9.315 12.136
C 25.261 10.803 12.283
H 21.448 2.965 11.876
H 21.879 3.258 13.585
H 22.346 1.829 12.781
H 24.005 3.058 11.418
H 24.345 3.328 13.142
H 24.496 5.628 12.354
H 22.920 5.380 13.012
H 22.173 4.770 10.521
H 23.664 5.447 10.059
H 21.364 6.993 8.860
H 22.976 7.616 8.603
H 21.897 9.867 9.575
H 20.391 9.027 9.347
H 22.537 9.572 7.304
H 21.203 10.605 7.587
H 19.604 9.043 6.788
H 20.662 7.673 6.870
H 20.843 8.909 5.575
H 20.050 6.474 11.313
H 20.253 8.263 11.538
H 21.476 7.774 13.710
H 20.968 6.134 13.429
H 19.080 8.616 13.605
H 19.294 7.549 14.910
H 17.222 7.183 13.471
H 18.408 5.723 13.631
H 18.134 6.753 12.182
H 23.652 7.859 12.790
H 22.874 9.237 12.036
H 24.571 9.162 10.262
H 25.196 7.611 10.883
H 26.613 9.357 11.575
H 25.923 8.777 13.053
H 24.204 10.978 12.482
H 25.273 11.313 11.320
H 25.920 11.341 12.965
C 15.240 15.974 -3.181
C 15.209 15.121 -1.877
C 16.374 15.313 -0.969
C 17.630 14.488 -1.291
P 18.939 14.398 -0.033
C 20.363 13.462 -0.608
C 21.070 13.763 -1.940
C 20.339 13.407 -3.242
C 20.122 11.841 -3.412
C 18.328 13.582 1.550
C 19.517 13.461 2.537
C 19.033 12.691 3.795
C 20.168 12.651 4.822
C 19.627 16.116 0.285
C 18.795 16.981 1.261
C 19.260 18.485 1.133
C 18.502 19.427 2.118
H 15.936 15.594 -3.929
H 15.619 16.962 -2.920
H 14.256 16.129 -3.623
H 15.071 14.064 -2.105
H 14.322 15.440 -1.329
H 16.076 15.094 0.057
H 16.654 16.364 -0.887
H 18.086 14.876 -2.202
H 17.380 13.458 -1.543
H 20.041 12.424 -0.693
H 21.147 13.456 0.150
H 22.014 13.222 -1.994
H 21.316 14.821 -2.037
H 21.037 13.760 -4.001
H 19.495 14.072 -3.422
H 19.178 11.583 -2.932
H 20.952 11.345 -2.908
H 20.031 11.776 -4.496
H 17.856 12.612 1.395
H 17.610 14.320 1.908
H 19.994 14.401 2.812
H 20.269 12.879 2.004
H 18.675 11.704 3.504
H 18.280 13.350 4.227
H 19.848 12.108 5.711
H 20.563 13.646 5.029
H 21.020 12.103 4.419
H 19.721 16.582 -0.696
H 20.624 15.951 0.693
H 18.961 16.485 2.217
H 17.717 16.972 1.105
H 18.963 18.870 0.157
H 20.315 18.732 1.253
H 17.418 19.446 2.001
H 18.788 20.444 1.847
H 18.683 19.106 3.144
C 16.961 11.105 6.826
C 15.666 11.683 7.503
O 15.743 12.662 8.237
O 14.611 11.278 6.998
H 17.614 10.546 7.496
H 17.594 11.949 6.554
H 16.706 10.398 6.037